109
Properties=species:S:1:pos:R:3 method="wB97M-V/def2-TZVPD" gap_ev=8.1571 largest_force_ha_per_bohr=0.05560 charge=+1 e_lumo_ev=-1.7 relative_energy_kj_mol=0.0 e_homo_ev=-9.90 mol_weight_g_mol=887.42
Cu -0.032 -0.023 -0.457
N 2.947 -1.256 0.644
P 1.332 -0.928 1.142
C 1.349 0.067 2.632
C 1.148 1.440 2.487
C 1.033 2.213 3.606
C 1.122 1.678 4.875
C 1.301 0.302 5.060
C 1.455 -0.482 3.948
C 0.841 -2.597 1.648
C 1.572 -3.733 1.324
C 1.103 -5.004 1.442
C -0.131 -5.210 2.027
C -0.865 -4.091 2.428
C -0.400 -2.808 2.264
P 3.640 -0.938 -0.910
C 5.422 -1.059 -0.450
C 6.188 -0.021 0.069
C 7.505 -0.201 0.393
C 8.103 -1.437 0.201
C 7.344 -2.469 -0.377
C 6.024 -2.318 -0.707
C 3.556 0.917 -0.938
C 3.479 1.670 0.246
C 3.407 3.078 0.251
C 3.538 3.724 -0.972
C 3.678 3.024 -2.143
C 3.619 1.638 -2.134
H 3.573 -1.539 1.407
H 1.069 1.861 1.502
H 0.911 3.278 3.471
H 1.004 2.262 5.775
H 1.341 -0.075 6.074
H 1.671 -1.527 4.114
H 2.582 -3.540 0.905
H 1.729 -5.831 1.111
H -0.495 -6.223 2.153
H -1.814 -4.239 2.917
H -1.037 -1.975 2.600
H 5.768 0.968 0.134
H 8.121 0.605 0.714
H 9.167 -1.481 0.407
H 7.845 -3.399 -0.669
H 5.458 -3.153 -1.159
H 3.483 1.113 1.178
H 3.287 3.568 1.208
H 3.643 4.841 -0.999
H 3.842 3.530 -3.071
H 3.668 1.062 -3.073
C 1.122 0.263 -5.142
N 0.308 -0.837 -4.687
C 0.340 -2.012 -5.583
C 0.168 -1.011 -3.315
N 0.652 -0.278 -2.390
N -0.679 -2.057 -3.053
C -1.337 -2.406 -1.877
N -2.022 -3.599 -2.043
N -1.358 -1.692 -0.818
H 0.932 0.435 -6.173
H 2.187 0.105 -4.987
H 0.834 1.185 -4.599
H 0.532 -1.608 -6.575
H -0.593 -2.553 -5.549
H 1.185 -2.645 -5.309
H 1.234 0.457 -2.781
H -1.153 -2.426 -3.851
H -1.534 -4.323 -2.558
H -2.347 -3.944 -1.184
H -1.854 -2.081 -0.045
C -3.503 2.944 -3.676
C -4.554 2.655 -2.622
C -4.836 1.188 -2.407
C -3.645 0.289 -1.907
N -3.522 0.333 -0.422
C -2.739 1.147 0.304
Se -1.380 2.167 -0.413
N -2.893 0.852 1.615
C -2.199 1.513 2.707
C -2.993 2.683 3.317
C -2.866 3.995 2.537
C -1.507 4.674 2.679
C -3.739 -0.263 1.714
C -4.153 -0.972 2.806
C -4.892 -2.111 2.555
C -5.272 -2.468 1.266
C -4.947 -1.674 0.192
C -4.111 -0.605 0.409
H -3.374 4.012 -3.806
H -3.791 2.465 -4.635
H -2.525 2.582 -3.393
H -5.481 3.116 -2.956
H -4.274 3.117 -1.658
H -5.099 0.821 -3.409
H -5.679 1.034 -1.756
H -2.677 0.641 -2.304
H -3.848 -0.721 -2.204
H -1.220 1.866 2.342
H -2.002 0.749 3.465
H -2.569 2.858 4.359
H -4.028 2.432 3.459
H -3.620 4.691 2.910
H -3.107 3.822 1.483
H -1.176 4.807 3.762
H -1.533 5.691 2.254
H -0.690 4.165 2.187
H -3.822 -0.766 3.807
H -5.226 -2.744 3.375
H -5.903 -3.316 1.072
H -5.321 -1.926 -0.782